This record from the Open Molecules 2025 dataset describes a molecular structure, C35H87F6N6O15S2 in a non-equilibrium geometry. The level of theory is ωB97M-V with the def2-TZVPD basis set.

Geometry as ORCA input:
```
! RIJCOSX wB97M-V def2-TZVPD def2/J DEFGRID3
* xyz 3 1
C 0.7032 -0.0199 -2.1607
C 0.7350 -1.0864 -1.0476
C 1.0120 -0.6108 0.3288
O -0.4292 -1.9001 -1.0754
H 0.7065 -0.2496 -3.2262
H 1.4867 0.7124 -1.9662
H -0.1731 0.5878 -1.9348
H 1.6592 -1.5917 -1.3280
H 1.3050 -1.4772 0.9218
H 0.1968 -0.0062 0.7265
H 1.9230 -0.0127 0.3074
C -3.9204 9.2816 0.9406
O -3.7715 8.3003 -0.0811
C -4.9566 7.8985 -0.5938
C -4.7004 7.1103 -1.8689
N -3.6731 5.9950 -1.6622
H -2.9559 6.3815 -1.0652
H -4.0617 5.1989 -1.1770
C -2.9373 5.4989 -2.9210
C -1.9845 4.3212 -2.4755
O -1.1064 4.9369 -1.4965
C -0.2459 3.9411 -0.9992
H -4.4048 10.2049 0.6231
H -2.9395 9.5807 1.3102
H -4.5041 8.7741 1.7086
H -5.7099 8.6456 -0.8436
H -5.4056 7.3059 0.2032
H -4.2961 7.7388 -2.6624
H -5.5784 6.5974 -2.2617
H -2.3156 6.3590 -3.1694
H -3.6699 5.1211 -3.6342
H -1.4876 4.0012 -3.3913
H -2.5586 3.5328 -1.9888
H -0.7370 3.0913 -0.5252
H 0.5960 4.3039 -0.4095
H 0.3135 3.5527 -1.8502
C -0.4445 -8.0002 2.6918
O -0.5100 -6.6146 2.5392
C 0.6670 -6.0208 1.9925
C 0.6220 -4.5218 1.5925
N -0.5908 -4.2503 0.7487
H -0.4623 -3.3418 0.3267
H -0.5628 -4.9660 0.0366
C -2.0182 -4.2446 1.4256
C -2.2211 -3.2024 2.5144
O -2.1054 -1.8443 2.0515
C -2.3222 -0.9175 3.1678
H -0.0877 -8.3850 1.7365
H -1.4758 -8.3094 2.8621
H 0.2303 -8.2183 3.5195
H 0.9654 -6.6384 1.1454
H 1.4487 -6.1353 2.7434
H 1.4046 -4.2491 0.8845
H 0.6578 -3.8834 2.4753
H -2.2481 -5.2675 1.7236
H -2.7007 -4.0843 0.5909
H -1.4383 -3.4807 3.2199
H -3.1345 -3.2605 3.1063
H -1.7645 -1.1951 4.0622
H -3.4101 -0.8879 3.2285
H -1.9768 0.0767 2.8841
C 4.2518 1.8440 6.7609
O 5.4877 1.4511 6.0740
C 5.8475 0.1260 6.0847
C 5.2268 -0.6825 4.9418
N 5.5282 0.0717 3.6367
H 5.0185 0.9422 3.6884
H 6.5273 0.2196 3.6370
C 5.1419 -0.7093 2.3505
C 5.2723 0.1824 1.1244
O 6.4911 0.8778 1.2232
C 6.8102 1.8222 0.1686
H 4.1808 1.7695 7.8460
H 3.4595 1.2383 6.3210
H 4.0998 2.9118 6.6038
H 5.6038 -0.2646 7.0727
H 6.9286 -0.0104 6.0559
H 4.1480 -0.8366 4.9195
H 5.6270 -1.6964 4.9362
H 4.1995 -1.2395 2.4874
H 5.8714 -1.5067 2.2091
H 4.4797 0.9234 1.2282
H 5.0352 -0.3601 0.2092
H 6.0764 2.6190 0.2905
H 6.7578 1.2814 -0.7763
H 7.8402 2.1571 0.2908
C -1.2997 -2.7562 -6.8742
O -0.6789 -2.8809 -5.6311
C -0.8582 -4.2218 -5.1297
C -0.5338 -4.2232 -3.5720
N 0.8700 -3.6086 -3.3351
H 1.0114 -2.7752 -3.8879
H 0.8647 -3.1841 -2.4187
C 2.1238 -4.5375 -3.4858
C 3.4050 -3.7134 -3.3002
O 3.3629 -2.4232 -3.9570
C 4.0794 -1.3656 -3.3491
H -0.9424 -3.4062 -7.6729
H -1.1307 -1.7570 -7.2756
H -2.3864 -2.8100 -6.8082
H -0.2947 -4.9256 -5.7422
H -1.9278 -4.3881 -5.2576
H -0.4695 -5.2562 -3.2300
H -1.2590 -3.6640 -2.9808
H 1.9421 -4.9192 -4.4905
H 1.9789 -5.4130 -2.8529
H 4.2855 -4.2573 -3.6424
H 3.5511 -3.7675 -2.2214
H 5.1582 -1.3849 -3.5032
H 3.9058 -1.3752 -2.2731
H 3.6802 -0.4235 -3.7249
C -4.9374 -2.2438 -3.9282
O -3.6264 -2.1409 -3.3784
C -2.8765 -0.9611 -3.6443
C -3.1430 0.1491 -2.5937
N -3.1273 -0.4023 -1.1431
H -3.5849 -1.3020 -1.1787
H -2.1533 -0.5954 -0.9580
C -3.7351 0.4009 -0.0072
C -5.2723 0.1270 -0.1221
O -5.6608 -1.1722 -0.5313
C -7.0873 -1.3218 -0.8325
H -5.0488 -2.5544 -4.9671
H -5.4831 -1.3026 -3.8611
H -5.5071 -2.9718 -3.3507
H -3.1672 -0.6628 -4.6516
H -1.8097 -1.1781 -3.6994
H -4.1613 0.5358 -2.6343
H -2.4289 0.9629 -2.7194
H -3.3349 1.4147 -0.0219
H -3.3260 -0.1002 0.8701
H -5.7628 0.9201 -0.6864
H -5.7420 0.1486 0.8613
H -7.4324 -0.6388 -1.6087
H -7.6413 -1.0662 0.0707
H -7.2072 -2.3338 -1.2191
C 5.0914 4.2759 2.9867
F 5.1120 3.0046 3.3829
F 5.2194 5.1570 4.0107
F 6.0337 4.4591 1.9796
S 3.2498 4.3036 2.2034
O 2.9362 5.6971 2.1283
O 3.2641 3.4831 1.0016
N 2.3695 3.7346 3.6225
S 1.7891 2.3507 3.2086
O 0.9371 2.3694 2.0369
O 2.6851 1.1889 3.3164
C 0.6401 2.1485 4.9010
F 0.0256 0.8706 4.9447
F 1.2880 2.4017 6.0560
F -0.3687 2.9733 4.8637
*
```

Kohn-Sham gap: 0.3017 hartree
energy: -4237.21848 hartree
HOMO energy: -14.27 eV